15
Properties=species:S:1:pos:R:3:forces:R:3:nbo_charge:R:1 method="wB97M-V/def2-TZVPD" total_charge=0 e_homo_ev=-8.14 multiplicity=1 smiles=Cc1occ2c1NC2 orbital_gap_ev=9.00 e_above_lowest_kcal_mol=127.2
C 2.40690 -0.84886 -0.03523 -0.95 -0.66 1.33 -0.67
C 1.08648 -0.05238 -0.15459 -0.45 2.00 2.17 0.23
O 1.14540 1.39445 -0.01986 0.00 -2.18 -0.20 -0.43
C -0.11541 1.90284 0.10215 0.07 2.69 -2.62 0.11
C -1.07467 0.86098 0.04479 0.83 3.64 2.20 -0.17
C -0.26255 -0.21647 0.16413 1.11 -4.57 -3.05 0.03
N -1.32476 -1.21465 -0.15766 -1.68 -0.96 4.47 -0.57
C -2.36093 -0.01919 -0.09754 -1.56 0.69 -1.19 -0.24
H 2.24218 -1.85576 -0.54084 0.06 1.05 1.09 0.24
H 3.26851 -0.43971 -0.59645 -0.65 0.33 0.55 0.24
H 2.65572 -0.95861 1.14622 -0.32 0.03 -2.97 0.23
H 0.08961 3.04644 -0.27005 -1.65 -2.74 1.48 0.22
H -1.55250 -1.73559 0.87241 0.81 1.32 -3.68 0.34
H -3.33690 -0.21902 0.67357 3.21 1.02 -1.73 0.22
H -2.86707 0.35551 -1.13107 1.16 -1.67 2.15 0.22